A cluster of 2 separate species, C7H15N2O2 in total at a distorted geometry, computed with ωB97M-V with the def2-TZVPD basis set.

The energy above the lowest of the compared OMol25 structures with the same formula, charge and spin comes out at 112.4 kcal per mole. For the HOMO energy, the calculation gives -13.71 eV. The value obtained for the gap between HOMO and LUMO is 0.38197 Ha. As for the total charge: +1.

Atoms and positions in Å:
1 C -1.45968 0.81681 -1.77335
2 C 1.12091 0.72884 1.46606
3 C 1.28305 0.17104 0.13970
4 C -2.87815 0.92960 -2.25578
5 C 2.00928 -0.34417 -2.06453
6 C 0.48732 -1.49438 3.16055
7 C -0.32889 0.50162 2.03415
8 N -0.81569 -0.22925 -1.49896
9 N 1.73814 -0.64708 -0.70660
10 O 1.19020 1.46826 0.23553
11 O -0.47018 -0.80040 2.28331
12 H -0.92597 1.74132 -1.47663
13 H 2.09615 0.67874 2.07831
14 H -3.25627 0.12980 -3.01437
15 H -3.70234 0.80902 -1.44653
16 H -2.92183 2.04930 -2.38506
17 H 1.01647 -0.18590 -2.51607
18 H 2.42792 0.59413 -2.08208
19 H 2.57056 -1.21165 -2.57903
20 H 0.04295 -2.34521 3.55970
21 H 0.81020 -0.77871 3.98613
22 H 1.34148 -1.71048 2.58347
23 H -1.05691 0.84637 1.32850
24 H -0.33209 1.03267 3.02404
25 H 1.48331 -1.65667 -0.54715
26 H -1.46994 -1.09361 -1.53332

=====

A cluster of 9 separate species, C38H41Br8N5O10 in total at a distorted geometry, computed with ωB97M-V with the def2-TZVPD basis set.

For the HOMO energy (alpha / beta), the calculation gives -1.60 / -5.62 eV. Its expectation value of S² is 0.768. As for the multiplicity: 2. The value obtained for the gap between HOMO and LUMO (alpha / beta) is 0.09525 / 0.24316 Ha. As for the total charge: -1.

Atoms and positions in Å:
1 Br -1.49870 -1.39211 -1.65626
2 C -0.82233 -0.09727 -0.33050
3 C -0.24979 1.08083 -1.06101
4 Br 0.50898 2.48767 0.17791
5 H -0.16083 -0.59947 0.37540
6 H -1.75133 0.20223 0.15464
7 H -0.94800 1.63910 -1.68465
8 H 0.59461 0.79554 -1.68845
9 Br 2.85178 4.57998 -1.19761
10 C 1.86540 5.73881 -0.02476
11 C 2.37969 5.48704 1.49033
12 Br 1.14843 6.71106 2.61928
13 H 0.82349 5.43058 -0.11142
14 H 2.14423 6.72255 -0.40240
15 H 3.38263 5.90986 1.54900
16 H 2.25008 4.44779 1.79243
17 Br -2.01707 2.59727 -4.12224
18 C -1.51251 4.09954 -2.96493
19 C -0.86914 5.30563 -3.72786
20 Br -0.16843 6.74004 -2.59121
21 H -0.96514 3.78579 -2.07609
22 H -2.35098 4.70027 -2.61251
23 H -1.51079 5.84097 -4.42771
24 H 0.08875 5.12739 -4.21651
25 Br -5.13507 -3.24124 -0.83479
26 C -3.45255 -4.26825 -0.79049
27 C -2.65746 -3.88719 0.43766
28 Br -3.86993 -4.60748 1.94245
29 H -2.85444 -4.12788 -1.69085
30 H -3.71659 -5.31692 -0.92707
31 H -2.50841 -2.83542 0.68192
32 H -1.73538 -4.46789 0.46360
33 C 4.13941 -1.13949 -0.30955
34 C 4.90057 -2.05887 0.34431
35 C 4.95428 -1.96051 1.75506
36 C 4.25733 -0.95611 2.44331
37 C 3.59293 0.11203 1.65855
38 C 3.53492 -0.05325 0.31421
39 N 4.23501 -0.91324 3.92378
40 O 5.26954 -1.09660 4.54720
41 O 3.30740 -0.41437 4.50378
42 H 4.19984 -1.35932 -1.36521
43 H 5.43637 -2.76513 -0.27256
44 H 5.61787 -2.63765 2.27229
45 H 3.12174 0.99254 2.06974
46 H 3.00828 0.65428 -0.30905
47 C 1.29688 3.86388 5.02001
48 C 1.60387 2.64081 4.52061
49 C 0.61949 1.87327 3.85096
50 C -0.64847 2.40042 3.69604
51 C -0.97172 3.58517 4.29706
52 C -0.00896 4.33432 4.89961
53 N -1.51398 1.75965 2.68565
54 O -1.92038 2.52597 1.76345
55 O -1.75910 0.52353 2.72681
56 H 1.98102 4.38196 5.67571
57 H 2.58309 2.28382 4.80363
58 H 0.83703 0.91261 3.40801
59 H -1.99962 3.89718 4.18547
60 H -0.13978 5.32069 5.31956
61 C -4.60811 1.47551 0.44188
62 C -4.92688 0.33523 -0.26879
63 C -6.21242 0.09242 -0.66682
64 C -7.27215 1.08207 -0.43269
65 C -6.84791 2.26501 0.19775
66 C -5.63828 2.38662 0.78564
67 N -8.78017 0.90394 -0.86370
68 O -9.69072 1.67137 -0.56759
69 O -8.94500 -0.28563 -1.31344
70 H -3.63435 1.46606 0.90890
71 H -4.19549 -0.43033 -0.48186
72 H -6.50317 -0.87644 -1.04520
73 H -7.67623 2.95304 0.28076
74 H -5.39135 3.33005 1.24972
75 C 1.79520 -2.65924 -8.14850
76 C 2.25112 -3.63651 -7.26454
77 C 2.34897 -3.24982 -5.96803
78 C 2.07668 -1.97230 -5.50743
79 C 1.84727 -1.01706 -6.39687
80 C 1.68205 -1.31762 -7.79450
81 N 2.07708 -1.61651 -4.00562
82 O 2.60209 -2.40072 -3.16323
83 O 1.73035 -0.52348 -3.70095
84 H 1.63869 -2.97098 -9.17062
85 H 2.36532 -4.63939 -7.64870
86 H 2.71456 -4.10029 -5.41176
87 H 1.87173 -0.01169 -6.00313
88 H 1.48248 -0.57647 -8.55429
89 C 2.83396 -6.09478 3.67843
90 C 3.17298 -5.66686 2.40636
91 C 2.41761 -4.72031 1.78480
92 C 1.24441 -4.22825 2.45664
93 C 0.99225 -4.57578 3.77925
94 C 1.86544 -5.43512 4.42223
95 N 0.45581 -3.23183 1.72832
96 O -0.42905 -2.69915 2.29461
97 O 0.65333 -3.04582 0.53540
98 H 3.47694 -6.82425 4.14838
99 H 4.02218 -6.00929 1.83366
100 H 2.53966 -4.31435 0.79148
101 H 0.08370 -4.27260 4.27827
102 H 1.69154 -5.85488 5.40201

=====

| no. | E_tot (eV) |
| --- | --- |
| 1 | -14566.275 |
| 2 | -628319.940 |